1.
18
Properties=species:S:1:pos:R:3 method="wB97M-V/def2-TZVPD" homo_ev=-8.936 mol_weight_g_mol=101.1 total_charge=0 smiles="C=CC[C@H](N)CO"
C 1.88 -0.42 0.63
O 1.28 -1.29 1.60
C 0.73 -0.19 -0.46
C -0.31 0.72 0.13
C -1.64 0.68 -0.47
C -2.36 1.80 -0.71
N 0.16 -1.51 -0.71
H 2.73 -1.06 0.10
H 2.44 0.45 1.20
H 1.91 -2.18 1.55
H 1.26 0.32 -1.30
H -0.56 0.36 1.19
H -0.04 1.80 0.37
H -2.15 -0.17 -0.63
H -3.43 1.75 -1.03
H -1.87 2.75 -0.57
H -0.78 -1.54 -0.42
H 0.74 -2.28 -0.45

***

2.
11
Properties=species:S:1:pos:R:3 method="wB97M-V/def2-TZVPD" homo_ev="-4.848 / -7.773" multiplicity=2 mol_weight_g_mol=135.0 total_charge=0
O -1.11 -0.84 -1.30
C -0.94 0.43 -0.96
C -1.03 -1.63 -0.14
O -0.45 1.36 -1.56
O -1.05 0.45 0.34
C -1.42 -0.78 0.91
Li 0.56 2.76 -0.76
F 1.04 -1.37 0.54
H -1.42 -2.64 -0.25
H -1.46 -1.29 1.88
Na 1.34 1.03 2.10

***

3.
12
Properties=species:S:1:pos:R:3 method="wB97M-V/def2-TZVPD" homo_ev=-10.087 mol_weight_g_mol=95.1 total_charge=0 smiles=CNC(C#N)C#N
C -1.73 0.01 0.00
N -0.44 -0.07 -0.57
C 0.89 -0.29 0.39
C 1.47 -0.83 -0.72
N 2.12 -1.38 -1.48
C 1.55 0.88 0.80
N 1.97 1.89 1.12
H -1.85 -0.88 0.62
H -2.49 0.03 -0.78
H -1.87 0.89 0.62
H -0.32 0.73 -1.19
H 0.69 -0.98 1.20

***

4.
8
Properties=species:S:1:pos:R:3 method="wB97M-V/def2-TZVPD" homo_ev="-9.884 / -9.955" mol_weight_g_mol=91.0 total_charge=0 smiles="[H]/N=C1/CP1F"
C -0.30 -0.52 -0.35
C -0.44 0.84 0.07
N 0.65 -1.80 -0.21
F -2.64 -0.57 0.74
P -1.99 0.03 -0.65
H -0.33 1.08 1.12
H -0.03 1.61 -0.58
H 0.13 -2.58 -0.60

***

5.
12
Properties=species:S:1:pos:R:3 method="wB97M-V/def2-TZVPD" homo_ev=-8.624 mol_weight_g_mol=102.2 total_charge=0 smiles=C1O[C@H]2C[C@@H]2S1
C -1.60 0.57 0.46
C 0.39 -0.09 -0.97
C 1.63 -0.70 -0.28
C 0.46 -0.15 0.55
H -2.57 0.16 0.15
H -1.67 1.35 1.25
H -0.22 -0.89 -1.37
H 2.51 -0.12 -0.06
H 1.82 -1.75 -0.57
H 0.78 0.81 0.92
O -0.81 -0.49 0.99
S -0.73 1.31 -1.07

***

6.
24
Properties=species:S:1:pos:R:3 method="wB97M-V/def2-TZVPD" homo_ev=3.881 mol_weight_g_mol=925.9 total_charge=-4
Cu 4.48 -2.01 2.76
Cu 0.70 -3.47 1.39
Pb -0.34 0.34 -1.48
Pb -0.60 2.68 1.47
P 0.28 -3.13 -1.46
O 0.69 -1.82 -2.16
O -0.38 -3.99 -2.55
O -0.86 -3.02 -0.37
O 1.41 -3.86 -0.68
P -2.48 0.37 1.18
O -1.91 1.35 0.08
O -2.28 -1.13 1.13
O -3.97 0.64 1.44
O -1.77 1.02 2.46
P -0.30 3.23 -2.06
O -0.90 3.69 -0.67
O 1.02 2.45 -1.86
O -0.18 4.42 -2.99
O -1.38 2.17 -2.62
Cl 1.74 -0.06 1.43
O 1.52 1.16 0.61
O 0.75 -0.99 0.96
O 3.16 -0.32 1.17
O 1.60 0.29 2.82